36
Properties=species:S:1:pos:R:3 method="wB97M-V/def2-TZVPD" homo_energy_ev=-8.0 gap_ev=8.54 multiplicity=1 total_charge=0 energy_ev=-19357.6693
C -1.47348 1.99430 -1.89984
C -1.80730 0.46594 -1.80555
N 1.19933 0.60631 -1.76043
C 0.41466 -0.35118 -1.14462
C -0.91090 -0.50589 -0.99740
C -1.65587 -1.41728 -0.06702
C 1.25702 -2.65297 -1.19683
C 1.28943 -1.43916 -0.62652
H -2.06611 2.39925 -2.70073
H -1.80249 2.41357 -0.94284
H -0.51937 2.49683 -2.14100
H -2.79618 0.50016 -1.29007
H -2.14469 0.05519 -2.77046
H 0.92553 1.43166 -2.24581
H 2.17642 0.37863 -1.74124
H -2.72757 -1.15528 -0.15319
H -1.39659 -1.18985 0.98109
H -1.52877 -2.45577 -0.35469
H 0.42908 -3.03870 -1.77040
H 1.87299 -3.43712 -0.74086
H 2.07341 -1.11219 0.03361
H 1.12317 -3.10252 1.69647
H 0.00248 -1.96088 1.20113
O 0.50456 -2.40669 1.91116
H -2.00239 -0.09453 3.12079
H -0.44340 -0.22756 3.11220
O -1.20063 0.25803 2.71266
H 1.49701 -0.89495 2.83495
H 1.61971 0.48056 2.13132
O 1.37229 0.05669 2.95816
H 2.45205 3.66212 0.66919
H 2.18189 2.32125 -0.05577
O 2.56878 3.20935 -0.16032
H -0.28423 1.14677 0.39528
H -0.39926 1.88745 1.76478
O 0.19946 1.67848 1.04281


36
Properties=species:S:1:pos:R:3 method="wB97M-V/def2-TZVPD" homo_energy_ev=-8.6 gap_ev=9.12 multiplicity=1 total_charge=0 energy_ev=-19357.9861
C 0.96216 -0.81650 -3.31369
C -0.55259 -1.00193 -3.05413
N -1.11089 -2.77479 -0.71188
C -1.32227 -1.34468 -0.75070
C -0.98684 -0.44874 -1.68448
C -0.90975 1.02318 -1.58037
C -2.90049 -0.10188 0.78761
C -1.87483 -0.93202 0.56216
H 1.36262 -1.73096 -3.70822
H 1.20768 0.03792 -3.91549
H 1.43597 -0.65703 -2.37240
H -0.97057 -0.30137 -3.74834
H -0.98520 -1.98611 -3.11817
H -0.36782 -3.26913 -1.16438
H -1.98107 -3.24257 -0.80711
H -1.14768 1.58494 -0.63162
H -1.53762 1.49815 -2.33582
H 0.14110 1.35171 -1.59603
H -3.57392 0.38433 0.14153
H -3.29887 -0.11772 1.82603
H -1.28973 -1.31543 1.44911
H 0.08015 3.05370 1.96343
H -1.43419 2.92593 1.75976
O -0.77098 3.14018 2.41863
H 2.51421 3.14582 0.99306
H 1.84076 1.90422 1.56756
O 1.66381 2.69220 0.99542
H 1.66386 1.58922 3.67559
H 2.22029 0.29193 3.13745
O 2.31550 1.27584 3.03796
H 2.83453 -1.41684 2.54762
H 1.49353 -1.90495 2.61808
O 2.09037 -1.44014 3.21804
H 0.51008 -0.90910 0.26981
H 1.41285 0.37704 0.77417
O 1.26587 -0.56439 0.74983


41
Properties=species:S:1:pos:R:3 method="wB97M-V/def2-TZVPD" homo_energy_ev="-11.8 / -11.8" gap_ev="7.48 / 7.51" multiplicity=4 total_charge=+1 energy_ev=-51462.8526
O 1.14741 -1.76583 -1.26174
H 1.13505 -1.73475 -2.97332
Er 0.90936 -0.69087 0.62166
N 2.19768 1.30070 0.40765
N -0.09165 1.33823 -0.51241
O 3.47348 1.16414 0.90260
O -1.53339 1.38574 -0.43864
C 1.82728 2.51600 -0.00522
C 0.51291 2.53869 -0.58337
C 2.65474 3.72914 0.22285
C -0.08409 3.82791 -1.02307
H 3.60052 3.43237 0.70829
H 2.11894 4.44154 0.88619
H 2.87685 4.24963 -0.72962
H -1.14206 3.77457 -1.30382
H 0.45045 4.25305 -1.88433
H 0.00006 4.57005 -0.21828
H 3.50377 0.12817 0.95316
H -1.79026 2.12080 -1.04179
O -0.90222 0.35920 1.97277
H -0.85891 0.84638 2.81692
H -1.43300 0.89720 1.32382
C 1.31128 -1.06877 -3.82996
H 2.39978 -1.18160 -4.02115
H 1.02238 -0.07415 -3.44446
H 0.70243 -1.30498 -4.72708
O 2.86210 -1.25137 1.11772
H 1.78623 -2.51110 -1.10133
H 3.45024 -2.00433 0.85605
N -1.46297 -1.53038 -0.18432
C -2.01686 -2.50604 0.77539
C -0.92477 -3.41163 1.31985
N 0.18808 -2.60407 1.92484
H -2.10896 -0.77609 -0.42336
H -1.18619 -1.98789 -1.06322
H -2.51792 -1.94809 1.58165
H -2.75268 -3.13870 0.26145
H -1.33302 -4.07974 2.08800
H -0.48061 -4.00826 0.51071
H -0.02629 -2.33271 2.88932
H 1.06308 -3.14077 1.93511


39
Properties=species:S:1:pos:R:3 method="wB97M-V/def2-TZVPD" homo_energy_ev=-5.6 gap_ev=8.30 multiplicity=1 total_charge=-1 energy_ev=-42272.6790
F -13.55025 1.01513 22.11439
C -16.46381 1.60026 20.26939
O -15.35489 2.38523 20.58484
H -16.21902 0.57505 19.96600
H -17.22031 1.57769 21.06159
H -16.97245 1.96177 19.36313
H -14.67612 1.80763 21.00808
C -13.92082 -0.94397 19.28381
O -14.41866 -1.05104 20.58699
H -14.33904 -1.74499 18.66223
H -14.11760 0.02632 18.81697
H -12.84869 -1.19168 19.26498
H -14.01054 -0.33705 21.13346
C -11.50512 -1.84847 21.92800
O -11.26123 -0.58286 21.35479
H -11.26368 -2.58108 21.14649
H -10.88931 -2.09383 22.79802
H -12.56154 -1.99688 22.16163
H -12.04614 -0.05080 21.60328
C -14.24037 -0.64863 25.07469
S -12.46111 -0.90344 25.30673
O -11.88165 0.47707 25.04557
C -12.46746 -1.14717 27.11326
H -14.59020 -0.04472 25.91385
H -14.77681 -1.59567 24.99955
H -14.44230 -0.05907 24.17843
H -11.42888 -1.09063 27.43650
H -12.90682 -2.11703 27.33843
H -12.97891 -0.30368 27.57726
C -12.96018 5.58438 19.33492
S -12.11423 4.43339 20.48662
O -13.07372 4.41402 21.63958
C -12.32977 2.91663 19.49575
H -12.63822 5.65900 18.29624
H -12.97344 6.55637 19.81986
H -13.95609 5.13398 19.34416
H -13.35832 2.89984 19.13151
H -12.16627 2.09650 20.19443
H -11.66815 2.87579 18.63040


54
Properties=species:S:1:pos:R:3 method="wB97M-V/def2-TZVPD" homo_energy_ev=-13.7 gap_ev=6.52 multiplicity=1 total_charge=+2 energy_ev=-140782.2275
Zn 1.07537 -2.30887 -1.33581
Zn 0.40510 1.52055 -2.82451
C 0.36066 -0.04578 -1.00104
O -0.05591 1.11804 -0.89990
O 0.19053 -0.89796 -0.20099
O 0.86731 -0.43578 -2.05649
C 3.52393 -2.44760 0.84209
O 2.85050 -2.19080 -0.19593
N 4.59285 -3.09633 0.69295
N 3.20263 -2.25070 2.04876
H 5.10891 -3.38794 1.51072
H 4.88710 -3.44792 -0.20700
H 3.59821 -2.83097 2.77464
H 2.35114 -1.73364 2.21526
C -0.25076 4.48766 -2.13469
O -0.13984 3.41605 -2.64989
N 0.12323 4.74758 -0.89909
N -0.87769 5.47914 -2.67167
H -0.24594 5.61934 -0.54718
H 0.37209 4.00318 -0.26345
H -1.38490 5.26493 -3.51840
H -0.98020 6.40256 -2.27559
C -2.67117 0.70685 -3.44790
O -1.60060 1.07285 -3.21839
N -3.38456 -0.07983 -2.78903
N -3.22320 0.96666 -4.55713
H -4.32569 -0.28015 -3.09601
H -3.00662 -0.25760 -1.86943
H -2.57278 1.49415 -5.12178
H -3.68513 0.18210 -4.99439
C 1.91282 0.93867 2.60242
O 2.64228 1.14539 3.53102
N 1.70966 1.79400 1.72011
N 1.11875 -0.02948 2.48632
H 1.00053 1.47743 1.07434
H 1.80327 2.71203 2.13066
H 0.66624 -0.14384 1.59063
H 1.00800 -0.67295 3.25688
C 0.33483 -4.15305 1.17919
O 0.74265 -3.83559 0.08207
N 0.04129 -3.39889 2.15885
N 0.15363 -5.38227 1.48840
H -0.29931 -3.77506 3.03211
H -0.02451 -2.41414 1.94432
H -0.26619 -5.56618 2.38842
H 0.58790 -6.12094 0.95373
C -2.77573 0.87403 1.57927
O -3.77909 1.13932 2.23764
N -2.11058 1.74742 0.83966
N -2.11368 -0.21112 1.72241
H -2.42740 2.70644 0.84243
H -1.34325 1.48356 0.23825
H -1.30259 -0.29050 1.12580
H -2.38420 -0.81417 2.48613


58
Properties=species:S:1:pos:R:3 method="wB97M-V/def2-TZVPD" homo_energy_ev=-7.8 gap_ev=3.76 multiplicity=1 total_charge=+1 energy_ev=-78553.9179
O -1.29938 -4.89165 -4.24727
S -1.72304 -4.03928 -3.18634
O -2.62400 -2.82209 -3.91290
F -2.48451 -2.87347 -5.31506
O -0.33430 -3.32198 -2.66653
C -0.46539 -1.91891 -2.37984
P 1.19178 -1.28706 -2.12389
O 1.68473 -0.55451 -3.36223
O 2.17376 -2.48687 -1.95374
O 1.20097 -0.30120 -0.91684
H -0.97045 -1.73225 -1.41658
H -0.88103 -1.34584 -3.20084
H 1.72718 -3.23482 -1.53297
H 1.15210 -0.81225 -0.08542
F -2.35951 -1.03246 -0.45747
Be 1.76230 0.86677 -3.83452
C -0.74114 -1.93962 2.78092
N -0.19900 -2.31937 1.42624
O -0.97098 -2.83681 0.64312
O 0.97764 -2.08187 1.19673
H -1.79862 -2.20589 2.81065
H -0.17178 -2.48586 3.53585
H -0.61361 -0.87245 2.91148
C 2.09212 0.31491 3.39702
O 1.51307 -0.75194 3.58097
N 2.96391 0.50716 2.35389
N 1.88958 1.36365 4.22087
H 3.44477 1.36978 2.18797
H 3.12649 -0.26597 1.73884
H 1.23377 1.21594 4.98611
H 2.33198 2.25575 4.11556
C -0.59615 1.41169 -7.57905
C -0.65307 1.36953 -6.04798
O 0.53783 0.85308 -5.58100
H -0.46226 0.41397 -7.99400
H -1.53478 1.81579 -7.96727
H 0.21441 2.04934 -7.93083
H -1.56015 0.80498 -5.77529
H -0.90658 2.39417 -5.72871
Na -1.38479 -4.37812 2.49334
C -0.89411 3.73214 6.54337
C -0.50664 2.37505 7.19909
O -0.77774 1.36547 6.36769
H -1.96974 3.73776 6.31857
H -0.68494 4.58325 7.22406
H -0.33037 3.90017 5.61322
H -1.04746 2.38238 8.17804
H 0.56354 2.50472 7.51307
N -1.86077 6.17650 4.91352
H -2.33746 6.91012 4.38647
H -2.02593 5.26287 4.47847
H -0.85582 6.35587 4.93463
H -2.21181 6.14501 5.87526
N 1.55968 -3.72547 -5.90682
O 1.69761 -3.44260 -4.69752
O 1.58801 -2.87929 -6.77626
O 1.40014 -4.95653 -6.21803
Na 2.20997 -6.64140 -5.12984